A structure of composition C38H55HfNO2P2. Source: the OMol25 dataset; level of theory: wB97M-V/def2-TZVPD.

Geometry as XYZ:
```
99
Properties=species:S:1:pos:R:3:mulliken_charge:R:1
Hf -0.491 -0.409 -0.372 0.91
C 1.399 -1.453 0.951 0.31
C 1.251 -0.311 1.795 1.37
C -0.813 -1.356 1.699 0.77
C 0.168 -2.185 0.968 0.38
C -0.106 -0.217 2.203 0.40
C 2.665 -2.014 0.388 -1.79
H 3.474 -1.277 0.348 0.40
H 2.525 -2.403 -0.631 0.39
H 3.007 -2.854 1.010 0.38
C 0.058 -3.539 0.341 -0.59
H 0.902 -3.767 -0.330 0.61
H -0.849 -3.585 -0.281 -0.06
H 0.044 -4.331 1.110 0.10
C -2.281 -1.500 1.963 -0.13
H -2.427 -1.647 3.055 0.60
H -2.686 -2.368 1.417 -0.78
H -2.913 -0.618 1.676 0.29
C -0.705 0.715 3.202 -1.62
H -0.814 0.208 4.174 0.37
H -1.711 1.034 2.899 0.32
H -0.091 1.607 3.354 0.42
C 2.369 0.429 2.419 -1.87
H 2.648 -0.061 3.366 0.39
H 2.090 1.461 2.656 0.39
H 3.258 0.438 1.781 0.39
C 3.093 4.316 -4.414 -0.23
C 4.101 4.080 -3.566 -0.67
C 4.867 5.097 -2.770 -0.72
C 4.089 6.357 -2.304 -0.96
C 2.767 6.082 -1.650 -0.14
C 1.588 5.918 -2.263 -0.56
C 1.316 6.037 -3.736 -0.66
C 2.469 5.648 -4.698 -1.00
H 5.749 5.447 -3.336 0.32
H 3.986 7.059 -3.142 0.32
H 5.269 4.579 -1.883 0.31
H 3.220 6.448 -4.718 0.37
H 2.694 3.505 -5.039 0.43
H 4.531 3.073 -3.500 0.86
H 2.029 5.595 -5.708 0.43
H 0.440 5.403 -3.958 0.28
H 0.678 5.791 -1.664 0.63
H 1.011 7.068 -3.992 0.35
H 4.726 6.851 -1.550 0.42
H 2.820 6.089 -0.553 0.39
P 1.305 0.764 -1.915 1.00
C 1.558 0.358 -3.664 -1.22
C 2.991 1.349 -1.498 -0.98
P -0.620 2.240 -0.333 0.97
C 0.428 2.404 -1.863 -0.61
C 0.304 3.402 0.742 -1.25
C -2.129 3.204 -0.595 -1.35
H 0.649 -0.112 -4.054 0.42
H 2.379 -0.361 -3.769 0.43
H 1.796 1.242 -4.268 0.24
H 3.269 2.193 -2.152 -0.19
H 3.729 0.550 -1.654 0.59
H 3.057 1.687 -0.456 0.19
H -1.918 4.132 -1.139 0.43
H -2.574 3.455 0.377 0.44
H -2.851 2.598 -1.154 0.39
H -0.174 2.583 -2.760 0.62
H 1.151 3.227 -1.757 -0.32
H -0.279 3.634 1.646 0.50
H 0.481 4.340 0.189 0.38
H 1.274 2.985 1.044 0.15
C -5.748 -3.300 4.376 -1.80
C -4.531 -3.858 3.701 1.51
C -3.392 -4.122 4.461 -1.05
C -2.258 -4.702 3.876 -1.07
C -2.249 -4.945 2.506 -1.32
C -3.341 -4.518 1.721 -0.63
N -3.037 -4.168 0.389 0.21
C -3.856 -4.168 -0.770 -0.49
C -4.614 -5.305 -1.032 -0.56
C -5.284 -5.437 -2.244 -0.70
C -5.224 -4.415 -3.201 -0.71
C -4.504 -3.234 -2.930 -0.81
C -3.793 -3.110 -1.724 0.72
C -3.160 -1.758 -1.372 0.46
O -3.874 -0.748 -1.379 -0.61
O -1.832 -1.709 -1.119 -0.86
C -4.532 -4.073 2.316 1.39
C -5.680 -3.710 1.456 -1.27
H -6.042 -2.316 3.990 0.36
H -6.609 -3.971 4.269 0.40
H -5.545 -3.183 5.443 0.39
H -3.433 -3.903 5.534 0.33
H -1.389 -4.949 4.493 0.45
H -1.384 -5.391 2.012 1.02
H -2.109 -4.515 0.151 0.43
H -4.637 -6.075 -0.254 0.55
H -5.860 -6.348 -2.403 0.42
H -5.767 -4.519 -4.145 0.41
H -4.485 -2.419 -3.666 0.47
H -5.433 -2.896 0.761 0.24
H -6.015 -4.578 0.881 0.26
H -6.506 -3.371 2.074 0.53
```

Values from the calculation:
E_LUMO: -7.17 eV
Electronic energy: -2416.44124 a.u.
E_HOMO: -0.4392 hartree
Multiplicity: 1
Net charge: +2
Strongest force on any atom: 0.05186 hartree/bohr
Orbital gap: 4.78 eV

***

A structure of composition C16H11BrCl2N3OSe3TeTi. Source: the OMol25 dataset; level of theory: wB97M-V/def2-TZVPD.

Geometry as XYZ:
```
39
Properties=species:S:1:pos:R:3:nbo_charge:R:1
Ti -14.772 -6.200 -3.503 1.15
Se -13.524 -6.839 -5.685 -0.34
Se -15.698 -5.977 -6.291 -0.14
Te -16.011 -3.741 -5.101 0.31
Se -16.755 -4.711 -2.935 -0.49
Br -19.193 -8.089 2.170 0.07
C -17.965 -9.409 1.595 -0.07
C -16.612 -9.156 1.641 -0.24
C -15.713 -10.009 1.149 -0.21
C -16.252 -11.193 0.538 0.05
C -17.603 -11.521 0.634 -0.20
C -18.488 -10.574 1.094 -0.24
N -15.424 -12.258 -0.004 -0.12
N -14.441 -12.095 -0.711 -0.10
C -14.150 -10.737 -1.124 0.03
C -12.967 -10.123 -0.800 -0.19
C -12.753 -8.766 -1.060 -0.26
C -13.665 -8.137 -1.875 0.33
O -13.475 -6.851 -2.243 -0.77
C -14.890 -8.760 -2.283 0.09
N -15.688 -8.009 -3.078 -0.51
C -16.785 -8.506 -3.562 0.10
C -17.104 -9.827 -3.324 -0.25
C -16.323 -10.657 -2.549 -0.13
C -15.171 -10.121 -1.947 0.00
H -16.259 -8.292 2.134 0.23
H -14.635 -9.874 1.223 0.24
H -17.885 -12.519 0.176 0.24
H -19.518 -10.779 1.152 0.23
H -12.232 -10.722 -0.218 0.24
H -11.883 -8.184 -0.867 0.24
H -17.397 -7.819 -4.126 0.23
H -18.003 -10.164 -3.800 0.23
H -16.611 -11.683 -2.546 0.24
Cl -10.702 -1.335 -3.204 -0.01
C -12.352 -1.939 -3.214 -0.39
Cl -13.031 -2.634 -1.750 -0.01
H -12.401 -2.674 -3.976 0.22
H -12.997 -1.166 -3.494 0.21
```

Values from the calculation:
E_LUMO (spin up / spin down): -1.10 / -1.10 eV
Electronic energy: -12672.06499 a.u.
E_HOMO (spin up / spin down): -0.2896 / -0.2926 hartree
Multiplicity: 2
Strongest force on any atom: 0.06687 hartree/bohr
Orbital gap (spin up / spin down): 6.78 / 6.86 eV

***

A structure of composition C6H6O5SSm. Source: the OMol25 dataset; level of theory: wB97M-V/def2-TZVPD.

Geometry as XYZ:
```
19
Properties=species:S:1:pos:R:3:mulliken_charge:R:1
Sm -0.084 0.482 -1.830 1.86
O 0.024 3.495 -3.855 0.09
C -0.004 2.507 -3.259 0.00
C 1.703 -1.166 -1.433 0.18
O 2.533 -1.876 -1.052 0.04
C -1.875 -1.142 -1.345 0.18
O -2.687 -1.919 -1.077 0.05
C -0.021 -1.299 -3.670 0.11
O -0.007 -2.207 -4.387 0.03
C -0.024 1.570 2.768 -0.97
S 0.895 0.503 1.644 0.57
C 0.075 -1.059 2.016 -0.85
O 0.234 0.856 0.254 -0.53
H 0.361 1.360 3.781 0.44
H -1.105 1.389 2.691 0.37
H 0.198 2.614 2.519 0.40
H -1.003 -0.943 1.829 0.33
H 0.497 -1.819 1.353 0.29
H 0.291 -1.345 3.052 0.42
```

Values from the calculation:
E_LUMO (spin up / spin down): -14.49 / -13.92 eV
Electronic energy: -1663.39927 a.u.
E_HOMO (spin up / spin down): -0.8117 / -0.8127 hartree
Multiplicity: 6
Net charge: +3
Strongest force on any atom: 0.13947 hartree/bohr
Orbital gap (spin up / spin down): 7.60 / 8.19 eV